[1]
The following is a DFT calculation (ωB97M-V/def2-TZVPD) of a structure of composition C42H47F6N5OZr.

Atoms and positions in Å:
Zr (-0.478, -0.009, 0.230)
C (-1.568, 1.475, -2.912)
C (-1.902, 2.347, -1.744)
C (-2.395, 3.627, -1.981)
C (-2.742, 4.446, -0.929)
C (-2.662, 3.941, 0.359)
C (-2.194, 2.658, 0.545)
N (-1.753, 1.884, -0.482)
C (-2.280, 1.994, 1.868)
C (-2.792, 2.589, 3.010)
C (-2.973, 1.810, 4.140)
C (-2.646, 0.464, 4.111)
C (-2.101, -0.059, 2.952)
N (-1.921, 0.707, 1.867)
C (-1.664, -1.464, 2.806)
C (-1.981, -2.437, 3.726)
C (-1.489, -3.725, 3.540)
C (-0.688, -3.984, 2.451)
C (-0.408, -2.967, 1.543)
C (0.467, -3.236, 0.362)
N (-0.914, -1.736, 1.709)
H (-1.830, 1.983, -3.837)
H (-2.115, 0.534, -2.862)
H (-0.504, 1.246, -2.946)
H (-2.499, 3.963, -3.003)
H (-3.105, 5.449, -1.105)
H (-2.988, 4.536, 1.198)
H (-3.059, 3.634, 3.027)
H (-3.373, 2.250, 5.042)
H (-2.786, -0.149, 4.988)
H (-2.597, -2.208, 4.581)
H (-1.723, -4.505, 4.251)
H (-0.265, -4.965, 2.287)
H (1.250, -3.943, 0.634)
H (0.963, -2.334, 0.001)
H (-0.115, -3.659, -0.460)
C (1.327, 3.972, -0.378)
C (1.388, 2.937, -1.500)
C (1.337, 3.609, -2.874)
C (2.587, 2.021, -1.399)
C (3.856, 2.584, -1.407)
C (4.989, 1.792, -1.376)
C (4.855, 0.416, -1.353)
C (3.607, -0.201, -1.346)
C (3.581, -1.722, -1.330)
C (4.078, -2.296, -2.662)
C (4.417, -2.304, -0.183)
C (2.467, 0.625, -1.361)
N (1.145, 0.027, -1.349)
C (0.889, -0.821, -2.322)
C (-0.305, -1.537, -2.360)
C (-0.732, -2.507, -3.260)
C (-1.999, -2.896, -2.844)
C (-2.320, -2.147, -1.708)
N (-1.281, -1.319, -1.377)
C (-3.648, -2.203, -0.989)
C (-3.681, -3.428, -0.063)
C (-4.777, -2.326, -2.022)
C (-3.878, -0.939, -0.171)
H (0.456, 4.618, -0.507)
H (2.208, 4.614, -0.379)
H (1.261, 3.499, 0.602)
H (0.504, 2.311, -1.413)
H (2.187, 4.279, -3.010)
H (0.429, 4.207, -2.979)
H (1.367, 2.875, -3.682)
H (3.959, 3.662, -1.448)
H (5.972, 2.243, -1.385)
H (5.746, -0.199, -1.343)
H (2.555, -2.060, -1.177)
H (5.120, -2.017, -2.825)
H (3.513, -1.932, -3.521)
H (4.023, -3.385, -2.653)
H (5.483, -2.159, -0.357)
H (4.250, -3.379, -0.109)
H (4.169, -1.854, 0.777)
H (1.620, -0.972, -3.111)
H (-0.179, -2.867, -4.114)
H (-2.638, -3.617, -3.325)
H (-3.504, -4.347, -0.623)
H (-4.659, -3.508, 0.415)
H (-2.926, -3.355, 0.722)
H (-4.709, -3.254, -2.589)
H (-4.762, -1.494, -2.727)
H (-5.740, -2.325, -1.511)
H (-3.148, -0.862, 0.634)
H (-4.861, -0.969, 0.301)
H (-3.829, -0.041, -0.791)
C (3.177, 1.268, 1.857)
C (1.878, 0.744, 2.445)
O (0.851, 0.596, 1.506)
C (2.126, -0.643, 3.082)
F (3.206, -0.661, 3.847)
F (1.085, -1.071, 3.816)
F (2.300, -1.549, 2.097)
C (1.367, 1.740, 3.512)
F (2.191, 1.809, 4.552)
F (1.254, 2.962, 2.976)
F (0.147, 1.406, 3.969)
H (3.615, 0.532, 1.188)
H (3.884, 1.487, 2.656)
H (2.980, 2.176, 1.296)

As for the energy above the lowest of the compared OMol25 structures with the same formula, charge and spin: 0.0 kJ/mol. The calculation puts the HOMO energy at -13.22 eV. The frontier orbital gap is 0.2432 Ha. For the total energy, the calculation gives -2623.72935 a.u. The charge is +2. Its maximum force is 0.34 eV Å⁻¹.

[2]
The following is a DFT calculation (ωB97M-V/def2-TZVPD) of a structure of composition C42H47N15STl at a distorted geometry.

Atoms and positions in Å:
Tl (0.581, -0.331, 0.144)
N (-0.437, 1.465, 4.328)
C (-0.391, 0.916, 3.096)
S (0.490, 1.782, 1.904)
N (-1.036, -0.212, 2.955)
N (-1.010, -0.862, 1.805)
C (-1.808, -1.873, 1.643)
C (-2.618, -2.383, 2.772)
C (-4.008, -2.340, 2.782)
C (-4.705, -2.855, 3.862)
C (-4.025, -3.421, 4.928)
C (-2.641, -3.449, 4.928)
C (-1.938, -2.922, 3.861)
C (-1.833, -2.546, 0.357)
C (-2.562, -3.728, 0.175)
C (-2.543, -4.340, -1.061)
C (-1.795, -3.771, -2.084)
C (-1.101, -2.605, -1.814)
N (-1.120, -2.006, -0.638)
H (-0.177, 2.431, 4.434)
H (-1.079, 1.061, 4.991)
H (-4.533, -1.889, 1.951)
H (-5.783, -2.813, 3.869)
H (-4.574, -3.834, 5.759)
H (-2.104, -3.878, 5.760)
H (-0.859, -2.940, 3.852)
H (-3.123, -4.143, 0.999)
H (-3.094, -5.252, -1.226)
H (-1.753, -4.219, -3.063)
H (-0.493, -2.134, -2.575)
C (-3.333, 3.552, -4.602)
C (-2.119, 4.372, -4.282)
C (-1.911, 5.611, -4.866)
C (-0.776, 6.356, -4.589)
C (0.165, 5.869, -3.699)
C (-0.035, 4.648, -3.079)
C (-1.166, 3.893, -3.374)
N (-1.437, 2.676, -2.731)
C (-0.575, 1.750, -2.207)
N (0.655, 1.729, -2.790)
C (1.865, 1.099, -2.493)
C (2.080, 0.235, -1.414)
C (3.346, -0.314, -1.227)
C (4.391, -0.040, -2.091)
C (4.171, 0.810, -3.160)
C (2.932, 1.387, -3.374)
C (2.765, 2.322, -4.537)
N (-0.980, 0.900, -1.326)
C (-2.269, 1.028, -0.758)
C (-2.426, 1.840, 0.364)
C (-3.621, 1.878, 1.052)
C (-4.685, 1.108, 0.616)
C (-4.559, 0.368, -0.546)
C (-3.369, 0.323, -1.260)
C (-3.321, -0.376, -2.588)
H (-3.900, 4.010, -5.407)
H (-3.988, 3.464, -3.732)
H (-3.044, 2.546, -4.908)
H (-2.650, 6.000, -5.550)
H (-0.635, 7.318, -5.055)
H (1.047, 6.448, -3.470)
H (0.668, 4.300, -2.335)
H (-2.397, 2.553, -2.439)
H (0.736, 2.407, -3.537)
H (3.518, -0.979, -0.392)
H (5.365, -0.476, -1.929)
H (4.982, 1.034, -3.837)
H (3.700, 2.375, -5.090)
H (2.523, 3.330, -4.200)
H (1.988, 1.983, -5.222)
H (-1.589, 2.437, 0.692)
H (-3.720, 2.506, 1.925)
H (-5.614, 1.106, 1.165)
H (-5.408, -0.179, -0.927)
H (-3.972, -1.249, -2.609)
H (-2.307, -0.686, -2.828)
H (-3.665, 0.315, -3.361)
C (2.883, 1.176, 5.722)
C (4.124, 0.289, 5.772)
C (3.779, -1.080, 6.349)
C (4.779, 0.153, 4.385)
N (3.885, -0.422, 3.425)
C (3.102, 0.190, 2.525)
N (2.396, -0.735, 1.910)
N (2.762, -1.898, 2.437)
N (3.637, -1.729, 3.330)
H (2.457, 1.258, 6.719)
H (2.123, 0.749, 5.071)
H (3.124, 2.176, 5.368)
H (4.872, 0.766, 6.413)
H (2.999, -1.562, 5.763)
H (3.418, -0.976, 7.369)
H (4.648, -1.732, 6.358)
H (5.652, -0.498, 4.461)
H (5.085, 1.132, 4.010)
H (3.063, 1.243, 2.346)
N (2.668, -2.981, -3.438)
C (2.658, -4.153, -2.764)
N (3.034, -5.271, -3.400)
N (2.255, -4.263, -1.531)
C (1.831, -3.324, -0.778)
N (1.401, -2.569, -0.011)
H (3.082, -2.905, -4.351)
H (2.532, -2.128, -2.918)
H (3.373, -5.263, -4.344)
H (3.022, -6.134, -2.885)

As for the energy above the lowest of the compared OMol25 structures with the same formula, charge and spin: 64.4 kJ/mol. The calculation puts the HOMO energy at -9.90 eV. The frontier orbital gap is 0.2741 Ha. For the total energy, the calculation gives -3020.52662 a.u. The charge is +1. Its maximum force is 1.59 eV Å⁻¹.

[3]
The following is a DFT calculation (ωB97M-V/def2-TZVPD) of a structure of composition C42H48BBiBr3F4N9O3 at a distorted geometry.

Atoms and positions in Å:
Bi (-0.178, 0.388, 0.282)
O (0.082, -2.532, 3.995)
C (0.525, -1.587, 4.853)
C (0.477, -1.864, 6.216)
C (0.923, -0.932, 7.135)
C (1.419, 0.294, 6.715)
C (1.470, 0.567, 5.359)
C (1.041, -0.360, 4.418)
C (1.176, -0.045, 2.948)
O (0.156, -0.573, 2.167)
N (2.447, -0.592, 2.466)
N (2.485, -0.918, 1.180)
C (3.502, -1.518, 0.698)
C (3.540, -1.985, -0.677)
Br (1.849, -2.459, -1.422)
C (4.635, -2.217, -1.405)
C (6.009, -1.866, -1.016)
C (7.053, -2.706, -1.407)
C (8.361, -2.421, -1.061)
C (8.654, -1.278, -0.329)
C (7.630, -0.420, 0.040)
C (6.318, -0.707, -0.302)
H (-0.067, -2.092, 3.134)
H (0.071, -2.816, 6.529)
H (0.867, -1.157, 8.192)
H (1.748, 1.030, 7.434)
H (1.849, 1.522, 5.013)
H (1.224, 1.048, 2.833)
H (3.050, -1.066, 3.129)
H (4.384, -1.734, 1.306)
H (4.524, -2.719, -2.358)
H (6.828, -3.596, -1.983)
H (9.156, -3.089, -1.364)
H (9.677, -1.053, -0.060)
H (7.853, 0.487, 0.586)
H (5.532, -0.010, -0.044)
C (-0.294, 3.576, 2.735)
C (0.034, 3.891, 1.318)
C (-0.009, 5.244, 0.896)
C (0.375, 5.583, -0.361)
C (0.898, 4.591, -1.224)
C (1.432, 4.852, -2.506)
Br (1.325, 6.591, -3.256)
C (2.054, 3.864, -3.212)
C (2.144, 2.572, -2.683)
Br (3.126, 1.276, -3.648)
C (1.577, 2.211, -1.466)
O (1.644, 1.008, -0.973)
C (0.935, 3.272, -0.732)
N (0.433, 2.942, 0.498)
H (0.566, 3.848, 3.355)
H (-0.521, 2.531, 2.888)
H (-1.147, 4.154, 3.083)
H (-0.350, 5.993, 1.596)
H (0.334, 6.609, -0.697)
H (2.498, 4.074, -4.175)
C (-0.564, -0.070, -3.364)
N (-0.458, -1.512, -3.323)
C (0.472, -2.082, -4.282)
C (-0.877, -2.222, -2.244)
N (-0.989, -1.660, -1.077)
C (-1.950, -2.063, -0.112)
C (-1.990, -3.261, 0.583)
C (-2.973, -3.478, 1.538)
C (-3.917, -2.501, 1.809)
C (-3.876, -1.287, 1.143)
C (-2.892, -1.063, 0.191)
N (-2.630, 0.197, -0.377)
C (-3.439, 1.010, -0.955)
N (-4.655, 0.687, -1.475)
C (-5.727, 1.673, -1.416)
C (-5.034, -0.687, -1.735)
N (-2.966, 2.320, -1.187)
C (-3.266, 3.336, -0.186)
C (-2.967, 2.782, -2.568)
N (-1.263, -3.526, -2.494)
C (-0.571, -4.638, -1.869)
C (-1.925, -3.859, -3.740)
H (0.372, 0.399, -3.086)
H (-1.356, 0.253, -2.691)
H (-0.819, 0.233, -4.383)
H (0.073, -2.023, -5.297)
H (0.678, -3.120, -4.038)
H (1.413, -1.530, -4.242)
H (-1.233, -4.012, 0.418)
H (-2.978, -4.406, 2.094)
H (-4.660, -2.660, 2.577)
H (-4.552, -0.487, 1.406)
H (-5.921, 1.987, -0.389)
H (-6.632, 1.216, -1.812)
H (-5.500, 2.552, -2.019)
H (-4.149, -1.268, -1.991)
H (-5.714, -0.697, -2.588)
H (-5.522, -1.168, -0.882)
H (-4.207, 3.856, -0.404)
H (-2.467, 4.076, -0.175)
H (-3.338, 2.879, 0.792)
H (-1.972, 2.681, -3.012)
H (-3.241, 3.837, -2.604)
H (-3.672, 2.224, -3.188)
H (0.107, -4.276, -1.101)
H (0.023, -5.175, -2.619)
H (-1.278, -5.341, -1.423)
H (-2.432, -2.983, -4.138)
H (-2.671, -4.631, -3.541)
H (-1.237, -4.244, -4.501)
F (-3.223, 0.006, 3.792)
B (-3.209, 1.197, 3.108)
F (-4.412, 1.381, 2.393)
F (-2.984, 2.285, 3.934)
F (-2.152, 1.160, 2.114)

As for the energy above the lowest of the compared OMol25 structures with the same formula, charge and spin: 225.0 kJ/mol. The calculation puts the HOMO energy at -7.88 eV. The frontier orbital gap is 0.2815 Ha. For the total energy, the calculation gives -10708.95146 a.u. The charge is 0. Its maximum force is 1.29 eV Å⁻¹.

[4]
The following is a DFT calculation (ωB97M-V/def2-TZVPD) of a structure of composition C42H48ClF2N8O7Re at a distorted geometry.

Atoms and positions in Å:
Re (0.059, 0.887, 2.472)
C (2.739, 2.151, 5.280)
C (2.575, 1.888, 3.817)
O (1.537, 2.257, 3.227)
N (3.581, 1.305, 3.165)
C (3.614, 1.170, 1.721)
C (3.170, -0.167, 1.172)
C (4.103, -1.041, 0.620)
C (3.678, -2.247, 0.084)
C (2.322, -2.535, 0.101)
C (1.461, -1.595, 0.640)
N (1.871, -0.449, 1.166)
H (2.020, 2.908, 5.587)
H (3.746, 2.474, 5.533)
H (2.524, 1.231, 5.824)
H (4.345, 0.912, 3.696)
H (4.634, 1.371, 1.389)
H (2.926, 1.925, 1.326)
H (5.146, -0.767, 0.588)
H (4.383, -2.935, -0.358)
H (1.936, -3.458, -0.304)
H (0.392, -1.761, 0.626)
F (4.877, 4.435, -2.116)
C (3.551, 4.299, -2.356)
C (2.781, 3.729, -1.380)
C (1.404, 3.592, -1.550)
C (0.636, 2.840, -0.555)
O (1.198, 2.300, 0.406)
C (-0.765, 2.737, -0.859)
C (-1.289, 3.352, -1.954)
N (-0.565, 4.060, -2.842)
C (-1.250, 4.633, -3.971)
C (-1.236, 6.120, -4.190)
C (-2.487, 5.442, -3.727)
C (0.803, 4.135, -2.703)
C (1.618, 4.683, -3.703)
C (3.000, 4.734, -3.576)
N (3.796, 5.131, -4.659)
C (5.169, 4.672, -4.725)
C (5.589, 4.627, -6.192)
N (5.507, 6.005, -6.740)
C (4.106, 6.495, -6.658)
C (3.634, 6.461, -5.205)
C (-1.680, 1.932, 0.038)
O (-2.728, 1.499, -0.395)
O (-1.257, 1.803, 1.243)
H (3.237, 3.386, -0.466)
H (-2.350, 3.264, -2.151)
H (-1.230, 3.985, -4.842)
H (-1.195, 6.480, -5.209)
H (-0.704, 6.737, -3.481)
H (-3.303, 5.335, -4.421)
H (-2.806, 5.602, -2.710)
H (1.159, 5.051, -4.606)
H (5.231, 3.662, -4.318)
H (5.866, 5.314, -4.162)
H (4.906, 3.988, -6.755)
H (6.603, 4.239, -6.290)
H (5.841, 6.032, -7.710)
H (6.122, 6.616, -6.181)
H (3.477, 5.849, -7.273)
H (4.051, 7.513, -7.043)
H (2.579, 6.733, -5.174)
H (4.193, 7.206, -4.617)
C (-2.479, -5.712, 5.647)
C (-1.376, -5.712, 4.595)
N (-1.324, -4.446, 3.881)
C (-0.447, -3.524, 4.295)
C (-0.292, -2.278, 3.747)
C (0.857, -1.456, 4.325)
O (1.530, -1.952, 5.207)
O (1.089, -0.298, 3.827)
C (-1.148, -1.874, 2.684)
O (-1.161, -0.737, 2.119)
C (-2.067, -2.892, 2.208)
C (-2.874, -2.623, 1.096)
C (-3.703, -3.583, 0.584)
F (-4.412, -3.274, -0.518)
C (-3.809, -4.869, 1.158)
C (-3.045, -5.105, 2.298)
C (-2.148, -4.164, 2.815)
N (-4.636, -5.868, 0.668)
C (-5.587, -5.631, -0.408)
C (-6.555, -6.822, -0.495)
N (-6.717, -7.392, 0.867)
C (-5.458, -8.049, 1.326)
C (-4.270, -7.265, 0.748)
H (-2.478, -6.657, 6.181)
H (-3.458, -5.558, 5.201)
H (-2.307, -4.919, 6.369)
H (-1.502, -6.527, 3.879)
H (-0.415, -5.859, 5.089)
H (0.209, -3.785, 5.118)
H (-2.823, -1.655, 0.619)
H (-3.155, -6.048, 2.803)
H (-5.096, -5.505, -1.383)
H (-6.143, -4.716, -0.197)
H (-6.188, -7.608, -1.157)
H (-7.520, -6.493, -0.879)
H (-7.499, -8.055, 0.900)
H (-6.935, -6.610, 1.498)
H (-5.434, -9.086, 0.987)
H (-5.440, -8.053, 2.416)
H (-4.020, -7.642, -0.250)
H (-3.389, -7.411, 1.367)
Cl (-1.271, 3.309, 3.893)
C (-1.144, 1.604, 4.117)
H (-2.139, 1.166, 4.081)
H (-0.672, 1.401, 5.079)

As for the energy above the lowest of the compared OMol25 structures with the same formula, charge and spin: 171.2 kJ/mol. The calculation puts the HOMO energy (spin up / spin down) at -13.39 / -13.05 eV. The frontier orbital gap (spin up / spin down) is 0.2544 / 0.2573 Ha. As for the spin multiplicity: 2. For the total energy, the calculation gives -3331.42660 a.u. The charge is +3. Its maximum force is 3.31 eV Å⁻¹.